(1)
Entry from OMol25: a structure of composition C47H53Cl2MoN2O3S (ωB97M-V/def2-TZVPD).

```
! wB97M-V def2-TZVPD RIJCOSX def2/J DEFGRID3
* xyz 1 3
Mo 0.5316 0.2587 0.2641
Cl -4.0211 4.0991 4.4031
C -3.0798 3.2800 3.2104
C -3.3807 3.4849 1.8566
C -2.6741 2.7945 0.9011
Cl -2.9802 3.0397 -0.7806
C -1.6663 1.8860 1.2544
O -1.0362 1.1848 0.3160
C -1.3088 1.7471 2.6269
C -0.1807 0.9880 3.0078
O 0.5688 0.3831 2.1356
C -2.0575 2.4576 3.5936
H -4.1560 4.1806 1.5710
H 0.1415 0.9708 4.0457
H -1.7981 2.3499 4.6387
C -2.3253 -1.9708 1.0681
C -1.7274 -3.1524 0.2998
C -1.8129 -2.9366 -1.2130
C -0.3354 -3.5113 0.8087
C -0.2875 -4.5800 1.6992
C 0.9050 -5.0680 2.1954
C 2.0905 -4.5082 1.7631
C 2.1078 -3.4260 0.8908
C 3.4758 -2.8799 0.5033
C 4.3177 -3.9238 -0.2419
C 4.2445 -2.4257 1.7479
C 0.8765 -2.8909 0.4434
N 0.8739 -1.7062 -0.3680
C 1.2323 -1.7689 -1.6375
C 1.2207 -0.5337 -2.3536
N 0.6731 0.5010 -1.7026
C 0.1934 1.6044 -2.4940
C 0.7276 2.8973 -2.3524
C 0.1755 3.9442 -3.0784
C -0.8656 3.7277 -3.9596
C -1.3827 2.4542 -4.1009
C -0.8843 1.3782 -3.3786
C -1.5890 0.0382 -3.5213
C -1.6382 -0.4452 -4.9755
C -3.0003 0.1288 -2.9298
C 1.9199 3.1777 -1.4645
C 3.0149 3.9557 -2.1971
C 1.4974 3.9185 -0.1866
C 1.7749 -0.7541 -3.6771
C 2.1487 0.0249 -4.7440
C 2.6821 -0.6102 -5.8882
C 2.8052 -1.9750 -5.9895
C 2.4219 -2.8088 -4.9071
C 2.4396 -4.2259 -4.8554
C 2.0175 -4.8822 -3.7243
C 1.5971 -4.2040 -2.5577
C 1.5966 -2.8318 -2.5677
C 1.9625 -2.1608 -3.7651
H -3.3824 -1.8506 0.8270
H -1.8083 -1.0518 0.8017
H -2.2299 -2.1212 2.1445
H -2.3492 -4.0206 0.5293
H -1.3926 -1.9736 -1.5012
H -2.8575 -2.9524 -1.5267
H -1.2878 -3.7280 -1.7509
H -1.2152 -5.0454 2.0095
H 0.9147 -5.8887 2.9004
H 3.0285 -4.9225 2.1101
H 3.3433 -2.0152 -0.1434
H 4.5216 -4.7836 0.3980
H 5.2748 -3.4929 -0.5424
H 3.8154 -4.2754 -1.1372
H 4.5259 -3.2764 2.3694
H 3.6360 -1.7535 2.3523
H 5.1672 -1.9202 1.4553
H 0.5817 4.9420 -2.9706
H -1.2739 4.5466 -4.5370
H -2.1996 2.2902 -4.7928
H -1.0540 -0.7146 -2.9473
H -2.3222 0.1606 -5.5714
H -1.9879 -1.4784 -5.0079
H -0.6534 -0.4067 -5.4374
H -3.5920 0.8883 -3.4426
H -2.9496 0.3881 -1.8706
H -3.5150 -0.8283 -3.0319
H 2.3421 2.2117 -1.1888
H 2.6988 4.9733 -2.4265
H 3.2719 3.4622 -3.1358
H 3.9112 4.0202 -1.5755
H 0.8373 4.7522 -0.4295
H 2.3676 4.3138 0.3399
H 0.9562 3.2555 0.4934
H 2.0338 1.1018 -4.7293
H 2.9912 0.0096 -6.7197
H 3.1902 -2.4189 -6.8990
H 2.7669 -4.7922 -5.7184
H 2.0076 -5.9644 -3.7164
H 1.2802 -4.7699 -1.6909
C 5.0399 0.7637 -1.0878
C 5.1113 1.0175 0.4112
S 3.4266 1.3006 1.0514
O 2.6801 0.0669 0.5339
C 3.6993 0.9935 2.8324
C 3.4779 2.2829 3.6117
H 6.0252 0.4871 -1.4599
H 4.7032 1.6512 -1.6244
H 4.3534 -0.0564 -1.2975
H 5.6892 1.9111 0.6523
H 5.5236 0.1625 0.9439
H 4.7000 0.5930 2.9867
H 2.9610 0.2351 3.0885
H 4.1173 3.0873 3.2449
H 3.7153 2.1267 4.6634
H 2.4409 2.6128 3.5386
*
```

Calculated values
Orbital gap (spin up / spin down) ... 6.2283 / 4.9775 eV
Expectation value of S² ... 2.488
ΔE to the lowest compared entry with this formula, charge and spin ... 56.7 kJ/mol
Highest occupied orbital energy (spin up / spin down) ... -9.693 / -9.136 eV

=====

(2)
Entry from OMol25: a structure of composition AlB4H16 (ωB97M-V/def2-TZVPD).

```
! wB97M-V def2-TZVPD RIJCOSX def2/J DEFGRID3
* xyz -1 1
Al -10.3219 16.2673 3.8450
B -8.9361 11.6585 6.2499
H -7.9256 11.4412 6.5596
H -9.2526 10.8721 5.5823
H -9.6600 11.6808 7.0498
H -8.9017 12.6160 5.7538
B -6.3540 16.3474 6.0215
H -6.8309 15.5071 5.5411
H -7.0978 17.0100 6.4360
H -5.7287 15.9605 6.8112
H -5.7337 16.8955 5.3294
B -10.6100 15.6681 8.2589
H -10.2486 16.5508 8.7632
H -10.6794 14.9515 9.0625
H -11.5536 15.8011 7.7529
H -9.8456 15.3844 7.5521
B -11.3318 20.2696 3.9513
H -11.2774 19.8629 4.9492
H -10.3373 20.2478 3.5331
H -11.9406 19.5836 3.3831
H -11.6392 21.3028 3.9998
*
```

Calculated values
Orbital gap ... 2.0409 eV
ΔE to the lowest compared entry with this formula, charge and spin ... 987.4 kJ/mol
Highest occupied orbital energy ... -6.270 eV

=====

(3)
Entry from OMol25: the ion C15H31ClN2O2P3S with charge +1 (ωB97M-V/def2-TZVPD).

```
! wB97M-V def2-TZVPD RIJCOSX def2/J DEFGRID3
* xyz 1 1
C -2.2123 -1.6163 3.8681
C -0.7819 -1.9262 3.4029
P -0.0075 -0.4572 2.5976
C 1.6774 -0.3111 3.2997
C 2.5225 0.7524 2.5760
C 0.1088 -0.9344 0.8034
N -0.8324 -0.4841 -0.0350
C -1.9370 0.4121 0.3275
C -1.5092 1.8681 0.4619
C -0.8977 2.4552 -0.8115
C -0.5339 3.9167 -0.5635
O 0.4494 4.0644 0.4295
C 1.7738 3.9401 -0.0594
C -0.6290 -1.0196 -1.3069
C -1.6246 -0.6811 -2.3721
C -1.3320 -1.1156 -3.7952
C -0.3246 -0.2092 -4.5020
Cl -2.9078 -0.9790 -4.6703
C 0.4911 -1.8078 -1.2437
P 1.1730 -2.8479 -2.5791
S 0.0988 -4.4423 -2.8628
N 0.9470 -1.7250 0.0933
P 2.3256 -2.5583 0.7420
O 3.3113 -2.8949 -0.2845
H -2.3268 -0.5710 4.1362
H -2.9134 -1.8129 3.0612
H -2.4711 -2.2444 4.7108
H -0.1556 -2.1923 4.2510
H -0.8168 -2.7842 2.7369
H 1.5026 -0.0026 4.3264
H 2.1675 -1.2792 3.3705
H 3.4760 0.3575 2.2460
H 1.9731 1.1955 1.7482
H 2.7384 1.5649 3.2603
H -2.7108 0.3511 -0.4243
H -2.3832 0.0643 1.2523
H -0.8172 2.0094 1.2841
H -2.4099 2.4341 0.6895
H -0.0125 1.9067 -1.1315
H -1.6598 2.4580 -1.5899
H -1.4299 4.4296 -0.2203
H -0.2404 4.4072 -1.4928
H 2.3781 3.4602 0.7047
H 2.2006 4.9156 -0.2772
H 1.8083 3.3245 -0.9585
H -2.5784 -1.1079 -2.0654
H -1.7485 0.3979 -2.3702
H -1.0813 -2.1657 -3.8792
H -0.8289 0.5648 -5.0642
H 0.2369 -0.7973 -5.2238
H 0.3854 0.2283 -3.8028
H 2.4826 -3.1531 -2.2383
H 1.2782 -1.9974 -3.6838
H 1.7876 -3.6644 1.4131
H 2.8207 -1.6964 1.7154
*
```

Calculated values
Orbital gap ... 8.0601 eV
Structure (SMILES) ... CCP(CC)c1n(CCCCOC)c(C[C@H](C)Cl)c([PH2]=S)[n+]1[PH2]=O
Highest occupied orbital energy ... -11.662 eV

=====

(4)
Entry from OMol25: a structure of composition C45H44OsP2 (ωB97M-V/def2-TZVPD).

```
! wB97M-V def2-TZVPD RIJCOSX def2/J DEFGRID3
* xyz 2 5
Os -1.0797 0.7573 -4.0818
C -2.3435 0.7946 -5.6147
C -1.5832 -0.4506 -5.5746
C -0.3397 -0.6406 -6.3920
C 0.7144 0.4870 -6.2547
C 0.6160 1.2736 -4.9725
C -0.2646 2.4079 -4.7791
C -1.0366 2.9524 -5.9406
C -1.9806 1.9056 -6.5768
C 1.4814 0.0386 -0.4350
H -3.3960 0.7499 -5.2803
H -2.2033 -1.3348 -5.3919
H -0.6120 -0.7665 -7.4432
H 0.1030 -1.6102 -6.1124
H 1.6907 -0.0172 -6.2136
H 0.7338 1.1616 -7.1264
H 1.5330 1.3125 -4.3731
H 0.0029 3.1057 -3.9586
H -0.3414 3.3553 -6.6907
H -1.6569 3.7865 -5.5932
H -2.9266 2.3966 -6.8495
H -1.5724 1.4981 -7.5102
H 0.5964 0.6338 -0.7071
H 2.0575 0.6169 0.3018
H 1.1428 -0.9007 0.0282
P -2.1932 -0.5148 -1.4902
P 2.5673 -0.3509 -1.8022
C 0.1484 -0.7125 -3.2474
C 1.4834 -0.9784 -3.1090
C -2.7437 -2.1416 -1.0140
C -3.2984 -3.0925 -1.8957
C -3.9720 -4.1928 -1.3490
C -4.0735 -4.3306 0.0429
C -3.3746 -3.4797 0.9095
C -2.6203 -2.4381 0.3687
C -3.7033 0.2735 -2.0309
C -3.5589 1.5208 -2.6772
C -4.6775 2.2691 -3.0281
C -5.9660 1.8121 -2.7577
C -6.1295 0.5504 -2.1891
C -5.0146 -0.2215 -1.8342
C 3.9166 -1.4603 -1.3763
C 3.6638 -2.8400 -1.2591
C 4.6751 -3.6999 -0.8239
C 5.9436 -3.1949 -0.5226
C 6.2119 -1.8337 -0.6858
C 5.2052 -0.9613 -1.1026
C 3.1492 1.2457 -2.4232
C 2.5327 2.4408 -2.0138
C 2.9168 3.6428 -2.5998
C 3.9206 3.6743 -3.5679
C 4.5331 2.4895 -3.9732
C 4.1385 1.2689 -3.4222
H -0.5667 -1.5597 -3.1346
H 1.9131 -1.7809 -3.7365
H -3.1719 -2.9583 -2.9700
H -4.4392 -4.9328 -1.9971
H -4.7261 -5.0959 0.4704
H -3.4393 -3.6033 1.9856
H -1.9608 -1.8269 0.9697
H -2.5461 1.9366 -2.8855
H -4.4985 3.2351 -3.4859
H -6.8245 2.4498 -2.9987
H -7.1283 0.1760 -2.0240
H -5.1699 -1.2284 -1.4508
H 2.6734 -3.2231 -1.5047
H 4.4673 -4.7639 -0.7184
H 6.7244 -3.8721 -0.1604
H 7.2124 -1.4531 -0.4840
H 5.4155 0.1012 -1.2149
H 1.7865 2.4319 -1.2207
H 2.4315 4.5595 -2.2727
H 4.2185 4.6268 -4.0030
H 5.3185 2.5113 -4.7285
H 4.5931 0.3407 -3.7747
C -1.9831 -0.7985 3.2955
C -0.6300 -0.5895 2.9453
C -0.2883 0.4384 2.0918
C -1.2920 1.1749 1.4186
C -1.0961 1.8616 0.2383
C -1.9933 2.7516 -0.2732
C -3.3291 2.7412 0.2762
C -3.6661 1.8584 1.2770
C -2.6749 1.0398 1.8610
C -2.9830 0.0120 2.7706
H -2.2365 -1.6046 3.9872
H 0.1487 -1.2410 3.3451
H 0.7504 0.6934 1.8873
H -1.7359 3.4348 -1.0746
H -4.0841 3.4127 -0.1244
H -4.6944 1.7594 1.6356
H -4.0286 -0.1582 3.0352
*
```

Calculated values
Orbital gap (spin up / spin down) ... 5.6770 / 5.0282 eV
Expectation value of S² ... 6.076
ΔE to the lowest compared entry with this formula, charge and spin ... 0.0 kJ/mol
Highest occupied orbital energy (spin up / spin down) ... -12.080 / -12.614 eV

=====

Q: Which formula does entry 1 have?
A: C47H53Cl2MoN2O3S